w | # C15H23N5O3

C15H23N5O3 in the gas phase (the ωB97M-V functional and the def2-TZVPD basis, OMol25).

Computed properties:
- 2S+1 = 1
- SMILES string = [H]/N=C(/N)NCCC[C@H](N)C(=O)N[C@@H](Cc1ccccc1)C(=O)O
- frontier orbital gap (eV) = 9.0
- LUMO level (eV) = 0.5
- HOMO (eV) = -8.48

Each line ends with the Löwdin charge.
Geometry (Å):
H1 1.03650 -2.45121 -6.67568  0.03
N1 0.14789 -3.06458 -6.65027  0.06
C1 -0.25787 -3.02434 -5.36071  -0.54
N2 -1.41321 -3.72598 -4.89873  0.07
N3 0.37154 -2.25226 -4.45274  -0.01
C2 1.40005 -1.30721 -4.64734  -0.29
C3 2.10785 -0.94330 -3.34960  -0.15
C4 1.08212 -0.99694 -1.97230  -0.11
C5 1.84928 -0.38088 -0.76787  -0.35
N4 2.57522 -1.45562 -0.13977  0.02
C6 0.98974 0.33051 0.28785  -0.39
O1 0.01141 1.00280 -0.09661  0.02
N5 1.28143 0.23092 1.62450  0.12
C7 0.54841 1.04902 2.60692  -0.18
C8 -0.93215 0.53315 2.73405  -0.08
C9 -1.82351 1.63850 3.21426  -0.27
C10 -2.34502 1.69250 4.49679  -0.03
C11 -3.18247 2.85262 4.84447  -0.11
C12 -3.69224 3.64062 3.85559  -0.14
C13 -3.19888 3.60751 2.49130  -0.06
C14 -2.24188 2.58155 2.25889  -0.05
C15 1.24839 0.89192 3.95845  -0.50
O2 2.21008 0.17401 3.98394  0.12
O3 0.72106 1.65674 4.93350  0.11
H2 -1.26198 -4.58972 -4.30291  0.11
H3 -1.99991 -4.07898 -5.64043  0.07
H4 -0.02793 -2.24557 -3.49054  0.11
H5 0.98887 -0.35291 -4.91070  0.11
H6 2.15498 -1.78183 -5.29051  0.12
H7 3.17129 -1.56248 -3.36289  0.14
H8 2.51210 0.20888 -3.58517  0.15
H9 0.71490 -2.16215 -1.69596  0.16
H10 0.21583 -0.23725 -1.90246  0.12
H11 2.70478 0.18605 -1.06972  0.13
H12 3.36448 -1.58855 -0.80844  0.09
H13 2.08219 -2.29736 -0.04863  0.05
H14 2.06374 -0.36653 1.92018  0.13
H15 0.52981 2.08834 2.35981  0.15
H16 -0.84450 -0.20552 3.60025  0.15
H17 -1.11752 0.00528 1.85354  0.09
H18 -2.00401 1.27104 5.44843  0.10
H19 -3.34808 3.06386 5.95008  0.12
H20 -4.60432 4.37628 4.10772  0.14
H21 -3.57587 4.27538 1.60610  0.13
H22 -1.64207 2.33384 1.31535  0.12
H23 1.42953 1.37983 5.66800  0.20

x | # C15H23N5O3

C15H23N5O3 in the gas phase (the ωB97M-V functional and the def2-TZVPD basis, OMol25).

Computed properties:
- 2S+1 = 1
- SMILES string = CCCCn1nnnc1NCc1ccc(OC)c(OC)c1OC
- frontier orbital gap (eV) = 8.7
- LUMO level (eV) = 0.5
- HOMO (eV) = -8.19

Each line ends with the Löwdin charge.
Geometry (Å):
C1 -1.85048 -1.80845 -4.90176  -0.11
C2 -2.86380 -0.67035 -4.87078  -0.26
C3 -2.96139 0.02723 -3.51295  -0.20
C4 -1.70678 0.82035 -3.12658  -0.14
N1 -0.65944 -0.00106 -2.59429  -0.07
N2 0.50415 -0.23879 -3.23440  0.02
N3 1.19340 -1.00189 -2.50561  -0.04
N4 0.56630 -1.31341 -1.37659  0.08
C5 -0.59645 -0.69041 -1.42006  -0.36
N5 -1.60674 -0.75817 -0.52040  0.07
C6 -1.28881 -1.24552 0.81384  -0.12
C7 -0.40927 -0.29115 1.58339  -0.15
C8 -0.77324 1.03342 1.75366  -0.04
C9 0.06664 1.92449 2.39289  -0.02
C10 1.29310 1.51027 2.89623  -0.19
O1 2.17819 2.36061 3.50842  -0.11
C11 1.80674 3.70289 3.69621  -0.08
C12 1.66000 0.15760 2.78316  -0.11
O2 2.81485 -0.39282 3.26246  -0.07
C13 3.45548 0.16171 4.38969  -0.06
C14 0.80850 -0.73113 2.10417  -0.17
O3 1.11236 -2.06273 2.01332  -0.09
C15 2.25217 -2.39474 1.22745  -0.06
H1 -0.83445 -1.43615 -4.80273  0.05
H2 -1.91959 -2.34240 -5.84644  0.07
H3 -2.04320 -2.51496 -4.09640  0.08
H4 -3.85202 -1.06810 -5.11461  0.10
H5 -2.60720 0.06607 -5.63553  0.11
H6 -3.16975 -0.71580 -2.73952  0.10
H7 -3.79954 0.72720 -3.54115  0.11
H8 -1.28964 1.32504 -4.00073  0.13
H9 -1.96344 1.57837 -2.37519  0.12
H10 -2.23681 0.03263 -0.54246  0.12
H11 -2.23622 -1.41076 1.33353  0.13
H12 -0.76624 -2.19633 0.70400  0.12
H13 -1.72413 1.38723 1.38007  0.11
H14 -0.24105 2.95276 2.49004  0.10
H15 1.65284 4.21740 2.74223  0.10
H16 2.64308 4.16403 4.21990  0.10
H17 0.90423 3.79151 4.30976  0.10
H18 4.13997 -0.61259 4.73719  0.10
H19 2.74092 0.39521 5.18235  0.10
H20 4.01998 1.06095 4.13502  0.09
H21 2.35341 -3.47509 1.30990  0.09
H22 2.08081 -2.11494 0.18381  0.06
H23 3.15254 -1.90924 1.60550  0.08

Stability summary: most stable x, least stable w.

w | # ClH4N2P

ClH4N2P in the gas phase (the ωB97M-V functional and the def2-TZVPD basis, OMol25).

Computed properties:
- 2S+1 = 1
- SMILES string = NP(N)Cl
- frontier orbital gap (eV) = 10.5
- LUMO level (eV) = 1.1
- HOMO (eV) = -9.43

Each line ends with the Löwdin charge.
Geometry (Å):
N1 0.63185 0.98833 -0.72413  -0.26
P1 -0.80161 0.57451 0.27606  0.49
N2 0.07322 -0.77465 1.01541  -0.27
Cl1 -2.04051 -0.71996 -0.95578  -0.01
H1 1.07695 0.04612 -1.05864  0.07
H2 0.44383 1.61807 -1.43826  -0.03
H3 1.02986 -0.57979 1.04961  -0.02
H4 -0.41359 -1.15264 1.83574  0.03

x | # ClH4N2P

ClH4N2P in the gas phase (the ωB97M-V functional and the def2-TZVPD basis, OMol25).

Computed properties:
- 2S+1 = 1
- SMILES string = NP(N)Cl
- frontier orbital gap (eV) = 10.1
- LUMO level (eV) = 0.8
- HOMO (eV) = -9.24

Each line ends with the Löwdin charge.
Geometry (Å):
N1 0.65412 -1.27557 -0.12263  -0.26
P1 -0.46187 0.25266 -0.87381  0.44
N2 -0.17262 1.53958 0.29517  -0.38
Cl1 -2.07486 -0.27679 0.20787  0.18
H1 0.04002 -2.12753 -0.11706  -0.02
H2 1.50164 -1.42103 -0.66448  -0.04
H3 0.69416 2.14058 -0.01054  0.06
H4 -0.18060 1.16811 1.28548  0.02

Stability summary: most stable w, least stable x.

w | # C2H6N2O2S

A 2-piece molecular cluster, C2H6N2O2S overall (the ωB97M-V functional and the def2-TZVPD basis, OMol25).

Computed properties:
- 2S+1 = 1
- frontier orbital gap (eV) = 9.5
- LUMO level (eV) = -0.4
- HOMO (eV) = -9.96

Each line ends with the Löwdin charge.
Geometry (Å):
C1 -2.18891 1.60096 1.23604  -0.08
C2 -0.97188 1.42172 1.70572  -0.12
N1 2.59149 -1.48480 -1.95145  0.09
N2 1.54935 -0.87775 -2.10186  -0.10
O1 1.47761 -1.34426 0.43587  -0.48
O2 -0.46632 -2.04261 -0.87269  -0.46
S1 0.31451 -0.94507 -0.34508  0.78
H1 -2.47325 2.49879 0.71191  0.04
H2 -2.96160 0.86029 1.36079  0.05
H3 -0.19567 2.16010 1.59043  0.05
H4 2.73585 -1.63417 -0.91748  0.06
H5 -0.69340 0.52494 2.23515  0.04
H6 1.28221 -0.73815 -3.08735  0.12

x | # C2H6N2O2S

C2H6N2O2S in the gas phase (the ωB97M-V functional and the def2-TZVPD basis, OMol25).

Computed properties:
- 2S+1 = 1
- frontier orbital gap (eV) = 8.3
- LUMO level (eV) = -0.2
- HOMO (eV) = -8.48

Each line ends with the Löwdin charge.
Geometry (Å):
C1 -2.07804 0.86623 0.00048  -0.39
C2 1.33335 0.85834 -0.19775  -0.14
N1 0.99879 -1.51394 0.42039  -0.01
N2 0.54152 -0.26546 0.23843  -0.45
O1 -2.04720 2.04277 0.03434  0.04
O2 -1.55234 -1.67006 -0.34365  -0.56
S1 -0.94508 -0.36861 -0.85497  0.97
H1 -2.61221 0.30946 0.84137  0.12
H2 0.57514 1.68206 -0.16924  0.08
H3 2.06128 1.31146 0.47718  0.08
H4 1.96433 0.70517 -1.09273  0.08
H5 0.20339 -1.98955 0.90121  0.11
H6 1.55706 -1.96788 -0.25506  0.08

Stability summary: most stable w, least stable x.

w | # C3H6FNOS

C3H6FNOS in the gas phase (the ωB97M-V functional and the def2-TZVPD basis, OMol25).

Computed properties:
- 2S+1 = 1
- SMILES string = CN(C)SC(=O)F
- frontier orbital gap (eV) = 9.2
- LUMO level (eV) = -0.1
- HOMO (eV) = -9.26

Each line ends with the Löwdin charge.
Geometry (Å):
C1 0.06237 -1.20310 -0.28808  -0.21
N1 0.78875 -0.04393 0.05146  -0.43
C2 0.21026 1.17765 0.29436  -0.26
S1 2.13642 0.34496 -1.45309  0.95
C3 3.66920 0.49405 -0.48649  -0.83
O1 4.71604 0.75353 -0.91118  0.12
F1 3.33862 0.29992 0.78887  0.05
H1 -0.83865 -0.97444 -0.91962  0.08
H2 0.63127 -1.98398 -0.85027  0.08
H3 -0.23271 -1.70967 0.71003  0.12
H4 -0.55556 1.38036 -0.54576  0.09
H5 -0.40907 0.97443 1.27429  0.12
H6 0.93775 2.08962 0.55451  0.12

x | # C3H6FNOS

C3H6FNOS in the gas phase (the ωB97M-V functional and the def2-TZVPD basis, OMol25).

Computed properties:
- 2S+1 = 1
- SMILES string = OC[C@H](F)/C=N/S
- frontier orbital gap (eV) = 9.9
- LUMO level (eV) = 0.6
- HOMO (eV) = -9.32

Each line ends with the Löwdin charge.
Geometry (Å):
O1 -0.94381 1.71762 -0.35964  -0.08
C1 -1.39147 0.59277 0.36572  -0.22
C2 -0.88260 -0.67735 -0.34618  -0.34
F1 -1.52620 -1.81884 0.07758  0.00
C3 0.57704 -0.88532 -0.20682  -0.23
N1 1.37439 0.05563 0.12971  -0.37
S1 3.06103 -0.25228 -0.07298  0.74
H1 0.02851 1.83849 -0.21910  0.09
H2 -2.48307 0.52288 0.33738  0.13
H3 -1.01702 0.56353 1.43242  0.14
H4 -1.13932 -0.48081 -1.40164  0.16
H5 0.87748 -1.94646 -0.41801  0.13
H6 3.46504 0.77013 0.68155  -0.16

Stability summary: most stable x, least stable w.